The following is a quantum chemistry calculation of 8 unconnected molecules or ions with the total composition C16H32Cl16, from the Open Molecules 2025 dataset.

```
! RIJCOSX wB97M-V def2-TZVPD def2/J DEFGRID3
* xyz 0 1
Cl -0.248 4.723 -12.873
C 0.871 6.050 -12.511
C 0.559 7.284 -13.305
Cl -1.142 7.844 -13.057
H 1.870 5.700 -12.767
H 0.829 6.219 -11.439
H 0.644 7.083 -14.370
H 1.165 8.146 -13.042
Cl -1.024 4.990 -8.599
C -1.683 6.570 -9.102
C -2.963 6.330 -9.863
Cl -3.620 7.879 -10.440
H -0.946 7.101 -9.699
H -1.883 7.143 -8.201
H -3.706 5.841 -9.236
H -2.830 5.696 -10.737
Cl 2.814 12.752 -12.698
C 2.065 11.290 -11.957
C 0.601 11.182 -12.301
Cl 0.338 11.063 -14.046
H 2.205 11.428 -10.890
H 2.631 10.442 -12.329
H 0.054 12.039 -11.913
H 0.153 10.296 -11.849
Cl 2.324 12.712 -6.559
C 3.987 12.117 -6.347
C 4.864 12.432 -7.511
Cl 4.428 11.499 -8.973
H 3.973 11.061 -6.096
H 4.395 12.665 -5.495
H 5.891 12.172 -7.268
H 4.802 13.491 -7.746
Cl 6.476 7.027 -8.759
C 7.220 8.559 -8.237
C 7.588 9.405 -9.444
Cl 8.653 10.731 -8.874
H 8.105 8.382 -7.630
H 6.496 9.077 -7.613
H 6.711 9.905 -9.841
H 8.115 8.820 -10.189
Cl -4.746 12.146 -7.728
C -3.285 11.532 -8.535
C -2.052 12.180 -7.969
Cl -0.611 11.247 -8.458
H -3.360 11.706 -9.604
H -3.269 10.464 -8.352
H -2.072 12.279 -6.887
H -1.920 13.189 -8.357
Cl 6.854 10.454 -5.107
C 5.794 9.476 -4.058
C 5.711 9.966 -2.611
Cl 7.198 10.695 -1.978
H 6.186 8.463 -4.060
H 4.799 9.517 -4.490
H 5.442 9.121 -1.981
H 4.922 10.708 -2.502
Cl 1.943 8.484 -10.219
C 2.868 8.169 -8.719
C 2.187 8.794 -7.541
Cl 0.902 7.733 -6.935
H 3.903 8.477 -8.848
H 2.903 7.085 -8.629
H 1.730 9.742 -7.815
H 2.919 8.977 -6.754
*
```

Output
- LUMO energy: 0.00154 hartree
- SMILES: ClCCCl.ClCCCl.ClCCCl.ClCCCl.ClCCCl.ClCCCl.ClCCCl.ClCCCl
- Frontier orbital gap: 10.48 eV

The following is a quantum chemistry calculation of a molecular structure, C18H31MoN2OPSi, from the Open Molecules 2025 dataset.

```
! RIJCOSX wB97M-V def2-TZVPD def2/J DEFGRID3
* xyz 2 1
Mo 0.247 -0.154 -0.057
Si 2.487 0.468 -0.882
P -0.725 0.523 -2.076
N -0.561 -1.815 -0.008
H -0.294 1.015 0.833
C -2.520 0.660 -2.316
H -2.724 0.900 -3.369
H -2.892 1.486 -1.699
H -3.037 -0.266 -2.047
C -0.246 2.058 -2.942
H -0.737 2.035 -3.927
H 0.840 2.149 -3.063
H -0.642 2.914 -2.373
C -0.255 -0.867 -3.207
H -0.528 -0.587 -4.242
H -0.807 -1.779 -2.910
H 0.828 -1.082 -3.155
C 3.044 2.251 -0.452
H 2.912 2.462 0.613
H 2.505 3.014 -1.022
H 4.112 2.350 -0.675
H 3.523 -0.337 -0.179
H 2.791 0.361 -2.332
C -0.539 -3.141 -0.272
C -1.563 -5.345 -0.290
C -1.671 -3.979 -0.045
C 0.666 -3.710 -0.772
C 0.731 -5.079 -1.009
C -0.371 -5.909 -0.772
H -2.411 -6.003 -0.101
H -2.593 -3.521 0.327
H 1.521 -3.041 -0.945
H 1.656 -5.504 -1.375
H -0.285 -6.984 -0.972
C -1.907 3.844 0.321
O -2.422 3.955 -0.787
C -2.623 3.172 1.479
H -3.104 3.970 2.066
H -1.930 2.649 2.148
H -3.387 2.482 1.089
C -0.488 4.323 0.614
H -0.332 5.262 0.056
H 0.240 3.603 0.232
H -0.290 4.491 1.681
C 1.892 -0.462 4.521
C 1.803 0.803 3.935
C 1.101 0.960 2.745
N 0.568 -0.146 2.130
C 0.481 -1.329 2.780
C 1.203 -1.530 3.952
H 2.483 -0.599 5.427
H 2.275 1.680 4.373
H 0.946 1.936 2.263
H -0.160 -2.083 2.306
H 1.193 -2.525 4.384
*
```

Output
- LUMO energy (spin up / spin down): -0.32087 / -0.33432 hartree
- Frontier orbital gap (spin up / spin down): 6.02 / 5.65 eV

The following is a quantum chemistry calculation of a molecular structure, C11H27DyI2OP2, from the Open Molecules 2025 dataset.

```
! RIJCOSX wB97M-V def2-TZVPD def2/J DEFGRID3
* xyz 2 6
I -3.542 0.397 -0.959
I 2.412 0.827 -0.620
Dy -0.663 0.417 -1.557
P -0.514 -2.164 -0.928
C -0.895 -3.141 0.533
C -1.873 -2.665 -2.176
H -1.749 -3.719 -2.483
H 0.777 -3.824 -2.205
H -1.893 -2.095 -3.119
H 1.115 -2.167 -2.802
H -1.861 -2.791 0.922
H -2.888 -2.563 -1.770
C 0.926 -2.781 -1.904
H -0.982 -4.207 0.284
H 1.846 -2.723 -1.312
H -0.143 -2.986 1.312
P -0.618 2.992 -1.101
C -0.832 3.836 0.477
C 0.907 3.629 -1.889
H -1.949 2.982 -3.160
H -1.778 4.636 -2.520
H -2.921 3.449 -1.780
C -1.933 3.586 -2.238
H 1.151 3.041 -2.786
H 0.811 4.681 -2.174
H -0.832 4.920 0.359
H -0.030 3.528 1.156
H 1.761 3.484 -1.211
H -1.774 3.504 0.928
C -1.154 0.549 0.860
O -1.285 0.596 2.021
C 0.935 -0.543 3.804
C 1.528 -0.641 2.431
C 2.597 -1.688 2.367
C 0.559 -0.778 -0.026
H 0.225 -1.379 3.987
H 0.338 0.371 3.895
H 1.666 -0.577 4.626
H 1.814 0.285 2.047
H 2.186 -2.710 2.463
H 3.121 -1.657 1.394
H 3.361 -1.584 3.149
H 1.392 -1.477 0.126
H 0.682 -0.852 1.580
*
```

Output
- <S²>: 9.79
- LUMO energy (spin up / spin down): -0.32126 / -0.33226 hartree
- Frontier orbital gap (spin up / spin down): 5.80 / 5.64 eV

The following is a quantum chemistry calculation of H3N3O2 in the gas phase, from the Open Molecules 2025 dataset.

```
! RIJCOSX wB97M-V def2-TZVPD def2/J DEFGRID3
* xyz 0 1
N 1.411 -0.357 -0.200
N 0.284 0.399 -0.339
N -0.825 -0.115 -0.157
O -1.170 -1.272 0.035
O -1.706 0.941 -0.008
H 1.870 -0.024 0.592
H 1.253 -1.288 0.059
H -1.117 1.716 0.019
*
```

Output
- LUMO energy: 0.03036 hartree
- SMILES: N/N=[N+](\[O-])O
- Frontier orbital gap: 10.41 eV

The following is a quantum chemistry calculation of C18H29N3O2S in the gas phase, from the Open Molecules 2025 dataset.

```
! RIJCOSX wB97M-V def2-TZVPD def2/J DEFGRID3
* xyz 0 1
C 3.594 -1.912 1.656
C 4.009 -0.582 1.044
O 3.048 0.439 1.315
C 1.961 0.469 0.537
O 1.786 -0.288 -0.383
C 1.003 1.581 0.962
C 1.748 2.924 0.845
C 2.260 3.210 -0.548
C 1.517 4.140 -1.460
C 2.822 4.566 -0.858
C 0.607 1.344 2.432
C -0.496 0.299 2.513
N -1.735 0.833 1.971
C -2.726 -0.199 1.711
C -2.363 -1.173 0.637
C -1.683 -2.342 0.746
N -1.401 -3.002 -0.406
C -1.834 -2.362 -1.440
N -1.641 -2.740 -2.717
C -2.296 -2.056 -3.799
C -1.123 -4.059 -2.986
S -2.685 -0.858 -1.056
C -1.524 1.781 0.886
C -0.253 1.525 0.077
H 2.672 -2.259 1.195
H 4.372 -2.651 1.486
H 3.436 -1.801 2.726
H 4.121 -0.684 -0.041
H 4.940 -0.217 1.482
H 1.074 3.726 1.155
H 2.591 2.903 1.542
H 2.752 2.365 -1.015
H 1.486 3.916 -2.515
H 0.618 4.609 -1.090
H 3.688 4.635 -1.498
H 2.799 5.311 -0.077
H 1.477 1.017 3.002
H 0.247 2.275 2.873
H -0.684 0.021 3.557
H -0.165 -0.607 1.978
H -3.665 0.302 1.460
H -2.869 -0.749 2.648
H -1.376 -2.789 1.675
H -2.298 -0.982 -3.611
H -1.747 -2.250 -4.721
H -3.333 -2.390 -3.928
H -0.657 -4.434 -2.078
H -0.379 -4.002 -3.783
H -1.921 -4.743 -3.291
H -1.479 2.787 1.324
H -2.389 1.754 0.220
H -0.310 0.536 -0.382
H -0.181 2.251 -0.730
*
```

Output
- LUMO energy: 0.02590 hartree
- SMILES: CCOC(=O)C1(CC2CC2)CCN(Cc2cnc(N(C)C)s2)CC1
- Frontier orbital gap: 8.22 eV

The following is a quantum chemistry calculation of 10 unconnected molecules or ions with the total composition C40H60O14S2, from the Open Molecules 2025 dataset.

```
! RIJCOSX wB97M-V def2-TZVPD def2/J DEFGRID3
* xyz 0 1
C -5.547 -21.710 -22.465
S -5.183 -23.490 -22.671
O -6.515 -24.141 -22.524
C -4.760 -23.400 -24.432
H -5.918 -21.562 -21.451
H -6.267 -21.377 -23.209
H -4.655 -21.076 -22.477
H -4.063 -22.576 -24.571
H -5.659 -23.317 -25.040
H -4.275 -24.349 -24.660
C -5.796 -14.879 -22.019
S -4.952 -13.695 -20.923
O -3.572 -14.263 -20.689
C -4.693 -12.454 -22.231
H -6.072 -15.749 -21.431
H -5.131 -15.102 -22.850
H -6.702 -14.374 -22.356
H -5.622 -12.150 -22.710
H -4.019 -12.889 -22.972
H -4.141 -11.613 -21.815
C -3.753 -17.295 -20.763
C -4.729 -18.299 -20.658
C -4.494 -19.381 -19.826
C -3.395 -19.400 -18.978
C -2.496 -18.345 -18.988
C -2.684 -17.298 -19.888
H -3.961 -16.473 -21.422
H -5.634 -18.193 -21.244
H -5.296 -20.099 -19.689
H -3.319 -20.203 -18.255
H -1.603 -18.350 -18.378
H -1.904 -16.553 -19.993
C -7.651 -18.567 -23.461
C -6.904 -17.613 -24.155
C -7.292 -17.204 -25.411
C -8.411 -17.822 -25.995
C -9.121 -18.775 -25.311
C -8.758 -19.180 -24.011
H -7.326 -18.877 -22.472
H -5.992 -17.168 -23.776
H -6.745 -16.528 -26.054
H -8.652 -17.652 -27.038
H -9.976 -19.264 -25.764
H -9.305 -19.938 -23.472
O -8.519 -22.039 -14.522
C -7.466 -22.039 -15.078
O -7.084 -21.045 -15.899
C -5.779 -21.274 -16.459
C -5.137 -22.296 -15.549
C -6.332 -23.056 -14.943
H -5.286 -20.303 -16.507
H -5.921 -21.601 -17.494
H -4.559 -21.827 -14.752
H -4.498 -23.064 -15.984
H -6.198 -23.299 -13.895
H -6.593 -23.915 -15.560
O 0.345 -16.015 -21.516
C -0.138 -16.411 -22.530
O 0.189 -15.886 -23.735
C -0.663 -16.342 -24.802
C -1.747 -17.154 -24.102
C -1.178 -17.504 -22.727
H -0.065 -17.035 -25.398
H -1.013 -15.510 -25.400
H -2.086 -18.037 -24.642
H -2.628 -16.512 -23.994
H -0.639 -18.452 -22.805
H -1.891 -17.572 -21.912
O -1.141 -19.557 -16.136
C -1.249 -18.763 -15.244
O -2.474 -18.334 -14.868
C -2.381 -17.435 -13.754
C -0.925 -16.974 -13.743
C -0.189 -18.254 -14.298
H -2.655 -17.932 -12.825
H -3.009 -16.553 -13.861
H -0.450 -16.803 -12.779
H -0.726 -16.163 -14.440
H 0.025 -18.928 -13.475
H 0.698 -17.908 -14.816
O -4.851 -14.198 -15.229
C -3.967 -14.019 -16.006
O -3.421 -15.026 -16.749
C -2.339 -14.549 -17.535
C -2.626 -13.058 -17.689
C -3.244 -12.748 -16.326
H -2.367 -15.009 -18.518
H -1.359 -14.710 -17.076
H -3.400 -12.919 -18.449
H -1.822 -12.391 -17.993
H -3.894 -11.880 -16.283
H -2.429 -12.647 -15.602
O -8.573 -17.338 -14.884
C -7.936 -17.435 -15.890
O -8.497 -17.951 -17.011
C -7.488 -18.343 -17.961
C -6.241 -17.597 -17.560
C -6.470 -17.150 -16.112
H -7.808 -18.172 -18.989
H -7.344 -19.426 -17.923
H -6.082 -16.666 -18.103
H -5.340 -18.203 -17.552
H -6.253 -16.099 -15.918
H -5.897 -17.646 -15.326
O 2.060 -19.687 -16.124
C 2.312 -19.235 -17.198
O 3.320 -18.393 -17.439
C 3.331 -17.967 -18.822
C 1.937 -18.312 -19.333
C 1.539 -19.519 -18.491
H 4.133 -18.500 -19.330
H 3.497 -16.894 -18.880
H 2.018 -18.617 -20.379
H 1.194 -17.521 -19.264
H 1.811 -20.464 -18.961
H 0.460 -19.564 -18.358
*
```

Output
- LUMO energy: -0.00058 hartree
- Frontier orbital gap: 9.14 eV

For each record above, in turn, the calculated M values are 791.68, 446.46, 653.59, 77.04, 351.52, 829.04 Da.
For each record above, in turn, the calculated E values are -7991.954109, -1587.575171, -2672.978367, -316.376007, -1416.196242, -3409.869279 Eh.